# 1
Computed, not measured: a structure of composition C13H19Cl27NO5S2 in a non-equilibrium geometry, with ωB97M-V/def2-TZVPD.

Structure (XYZ):
```
67
Properties=species:S:1:pos:R:3:nbo_charge:R:1
Cl -5.92055 4.07769 1.28942 0.01
Cl -2.58989 -5.35037 3.33908 -0.01
Cl 0.62054 1.24388 -6.53808 0.01
Cl -1.54547 0.36664 3.93514 0.03
Cl -9.40282 5.08014 3.21627 0.03
Cl 5.93509 -0.44981 4.79205 0.01
Cl -1.33639 -3.27457 1.75574 0.06
Cl -0.86033 -1.13937 -5.77717 0.01
Cl -0.79950 -3.31262 -1.62262 0.01
Cl 3.48039 -5.56626 -0.39638 0.00
Cl 6.52063 1.80845 3.07627 0.01
Cl -0.20697 2.76994 3.02868 0.05
Cl -9.69599 3.43563 0.84559 0.02
Cl 5.07729 1.78364 -9.25771 0.00
Cl -0.30814 0.92168 -3.80952 0.04
Cl -3.07071 2.78467 3.48820 0.00
Cl 1.26388 -5.80826 1.44600 -0.03
Cl -8.71683 2.26460 3.32151 0.02
Cl -6.15567 2.42711 -1.08617 0.01
Cl 3.52047 -0.54830 -8.50674 0.01
Cl 0.35786 -5.18810 -3.52004 -0.01
Cl 4.01003 1.55260 -6.56769 0.05
Cl -5.19315 1.27633 1.40216 0.04
Cl -1.80554 -2.86816 4.61340 0.01
Cl 8.41985 -0.38225 3.29105 -0.01
Cl 3.08955 -3.56515 1.63726 0.10
Cl 2.02640 -3.19460 -2.21925 0.06
S 3.10070 -0.04266 1.96900 2.24
S 2.89418 0.40896 -0.67796 2.32
O 3.02231 1.50845 -1.54016 -1.01
O 0.34441 -0.11443 0.13715 -0.51
O 3.67076 -0.71705 -1.01766 -1.00
O 1.84027 -0.37115 2.48913 -0.99
O 4.02120 -1.11157 1.87388 -1.02
N 3.07714 0.95659 0.77511 -1.26
C 1.19172 -0.14586 -0.92452 -0.34
C 2.94359 -5.26556 1.25864 -0.30
C -6.26576 2.45931 0.67218 -0.29
C -0.02740 1.17669 0.52101 -0.08
C -1.26736 2.93445 -0.67266 -0.60
C 4.65453 0.68064 -7.94362 -0.29
C 0.63654 -4.24459 -2.04715 -0.29
C -1.51522 2.12829 3.99426 -0.29
C 0.27836 0.09965 -5.24454 -0.29
C -1.34024 1.57292 -0.08184 -0.43
C -9.78323 3.47414 2.60732 -0.29
C -1.41620 -4.02250 3.33393 -0.29
C 6.71060 0.07123 3.29921 -0.29
H 0.82015 0.38528 -1.75353 0.18
H -7.27398 2.20804 0.94428 0.22
H 5.55544 0.17975 -7.63183 0.23
H 1.32051 -1.14064 -1.20128 0.21
H -1.17889 3.64489 0.09260 0.20
H -0.06716 1.17855 1.56589 0.20
H 3.56696 -5.83408 1.92791 0.22
H 1.20430 -0.38976 -4.98351 0.23
H 0.70312 1.89457 0.25142 0.18
H -1.57368 0.87315 -0.83193 0.20
H 3.63284 0.78213 2.85511 -0.10
H 0.83434 -4.93700 -1.24493 0.23
H -2.09111 1.59413 0.65967 0.19
H -0.43766 3.01420 -1.30761 0.20
H 6.21395 -0.42678 2.47615 0.27
H -0.44387 -4.43431 3.55070 0.23
H -1.34575 2.42506 5.01564 0.22
H -2.13050 3.16337 -1.23612 0.20
H -10.79393 3.23831 2.89418 0.23
```

Orbital gap in eV: 7.728
E_tot in Eh: -14159.21775
HOMO in eV: -6.1
Charge: -1
E_LUMO in eV: 1.593

***

# 2
Computed, not measured: a structure of composition C13H19ClHfSi in a non-equilibrium geometry, with ωB97M-V/def2-TZVPD.

Structure (XYZ):
```
35
Properties=species:S:1:pos:R:3:nbo_charge:R:1
Hf 1.53303 -0.36946 -0.55260 1.82
Cl 3.10844 0.00273 -2.23352 -0.45
Si 0.34681 1.18275 1.19522 0.83
C 0.59522 -1.87965 1.06289 -0.31
C -0.57245 2.65270 0.46408 -1.08
C -2.39968 -0.97748 -1.57034 -0.34
C -2.68228 0.81458 -2.96802 -0.28
C 0.79622 -2.62520 -0.13750 -0.36
C 2.87975 -1.82501 0.57789 -0.42
C -3.20317 0.18585 -1.80250 -0.33
C -1.71128 -0.03427 -3.55619 -0.35
C 1.85658 1.96703 2.03790 -1.08
C 2.20499 -2.62191 -0.42895 -0.35
C -0.89432 0.71635 2.53493 -1.08
C 1.87862 -1.35527 1.49916 -0.39
C -1.50040 -1.12486 -2.65544 -0.33
H -0.59255 -0.15468 3.13005 0.21
H -0.72761 -1.89561 -2.71067 0.19
H -0.52069 3.45774 1.21545 0.23
H -0.33487 -1.85800 1.63196 0.28
H -1.01522 1.57266 3.21887 0.24
H 2.53742 2.40175 1.28843 0.23
H -2.36276 -1.62541 -0.69364 0.19
H 3.95502 -1.66719 0.65285 0.28
H -0.10642 2.98699 -0.47100 0.23
H 1.46861 2.78108 2.67142 0.24
H -1.61864 2.38472 0.26384 0.26
H 2.04992 -0.82535 2.42877 0.28
H 0.02532 -3.22405 -0.62266 0.28
H -1.15575 0.13973 -4.47145 0.21
H -1.87694 0.50520 2.08673 0.25
H 2.69288 -3.24642 -1.17507 0.27
H 2.42802 1.26061 2.65731 0.22
H -4.05641 0.53420 -1.21916 0.20
H -3.02542 1.76317 -3.34906 0.20
```

Orbital gap (alpha / beta) in eV: 4.881 / 4.877
E_tot in Eh: -1304.35827
HOMO (alpha / beta) in eV: -6.5 / -6.5
E_LUMO (alpha / beta) in eV: -1.615 / -1.618

***

# 3
Computed, not measured: a structure of composition C13H19I2NTa in a non-equilibrium geometry, with ωB97M-V/def2-TZVPD.

Structure (XYZ):
```
36
Properties=species:S:1:pos:R:3:nbo_charge:R:1
Ta 0.99098 1.12717 0.06110 2.15
I 0.12004 3.61622 2.86866 0.14
I 0.26664 -1.46325 2.79597 0.07
N 2.93477 -2.50179 0.35939 -0.70
C -3.24858 1.02293 -2.42822 -0.20
C 2.95861 -1.42845 -0.34730 0.32
C -1.60035 -0.30551 -1.35891 0.12
C -2.56019 -1.28419 -1.23016 -0.26
C 0.37318 0.62510 2.25806 -0.68
C -3.84207 -1.13238 -1.68333 -0.21
C 3.03380 -1.62212 -1.84831 -0.68
C -4.19213 0.04186 -2.30869 -0.26
C -0.20127 -0.61478 -0.84158 -1.05
C 0.10092 1.50839 3.21483 -0.16
C -0.25339 1.18730 4.64962 -0.69
C 2.95726 -0.05114 0.23212 -1.06
C -1.96751 0.87312 -1.98050 -0.25
H 3.26704 -0.03496 1.28409 0.24
H 1.33883 1.65765 -1.68407 -0.40
H 3.14177 -0.66002 -2.35722 0.21
H -2.31669 -2.23704 -0.76964 0.20
H -3.54579 1.94284 -2.92518 0.19
H -0.71892 0.21263 4.75838 0.23
H -4.55582 -1.94146 -1.57514 0.20
H 2.16414 -2.16467 -2.21454 0.23
H 0.63730 1.30212 5.27489 0.22
H -0.96242 1.93061 5.02856 0.22
H -5.19535 0.18477 -2.69461 0.20
H 2.91180 -2.20338 1.33649 0.32
H 3.72435 0.52482 -0.30965 0.25
H 0.35415 -0.93588 -1.73618 0.24
H 1.95838 2.62245 0.56731 -0.43
H -0.27255 -1.49021 -0.18944 0.24
H -0.48963 2.21562 -0.00139 -0.41
H 3.93542 -2.19077 -2.08752 0.22
H -1.24674 1.66643 -2.11789 0.23
```

Orbital gap in eV: 7.377
E_tot in Eh: -1213.74914
HOMO in eV: -5.0
Charge: -1
E_LUMO in eV: 2.333

***

# 4
Computed, not measured: a structure of composition C13H19ILuN5OS in a non-equilibrium geometry, with ωB97M-V/def2-TZVPD.

Structure (XYZ):
```
41
Properties=species:S:1:pos:R:3:nbo_charge:R:1
Lu 1.42174 1.29144 0.19667 0.73
I 2.27834 2.47859 -2.11860 -0.58
S 2.00695 2.10536 2.67477 -0.17
O -0.76319 0.18831 -2.44578 -0.75
N -0.78318 2.21311 0.50103 -0.45
N -2.02409 0.44917 0.49346 -0.38
N 2.17854 -0.83045 -0.51512 -0.48
N 0.66850 -0.30495 2.08137 -0.46
N 0.46322 -2.09884 -1.05300 -0.40
C -0.38665 2.64989 -2.99601 -1.24
C 1.44196 -2.90988 -0.54895 -0.05
C 1.26052 0.65565 2.50467 -0.08
C 0.85579 -0.80812 -1.03186 0.18
C -0.99209 1.00399 -0.16425 0.12
C -0.24996 0.29979 -1.32627 0.18
C 2.47577 -2.15887 -0.20381 -0.12
C -2.64838 -0.82658 0.25207 -0.39
C 3.37500 0.00280 -0.77963 -0.43
C -1.68933 2.34902 1.54676 -0.14
C -2.48292 1.26279 1.48113 -0.04
C -0.11259 3.44403 0.09162 -0.40
C -0.77169 -2.71633 -1.53843 -0.42
H -3.32579 0.99234 2.06969 0.19
H -0.21645 3.75180 -2.99388 0.13
H -1.70274 3.22475 2.17204 0.21
H 3.44650 -2.44650 0.17862 0.20
H -0.55640 3.81060 -0.84139 0.27
H -1.27165 2.26377 -2.47257 0.17
H 3.65160 -0.08208 -1.84043 0.22
H -1.26002 -2.00880 -2.18456 0.26
H -2.07617 -1.61256 0.75883 0.19
H -2.73879 -1.02759 -0.82064 0.23
H -3.64253 -0.79376 0.71643 0.18
H -1.39590 -3.00624 -0.69475 0.17
H 1.32849 -3.98970 -0.46764 0.20
H 3.35290 1.10967 -0.47659 0.20
H -0.00190 2.17331 -3.91881 0.18
H -0.55536 -3.63568 -2.08793 0.17
H 1.01139 3.39625 -0.03438 0.20
H -0.25332 4.16487 0.91894 0.20
H 4.16325 -0.43614 -0.15536 0.20
```

Orbital gap (alpha / beta) in eV: 2.548 / 2.255
E_tot in Eh: -2786.76883
HOMO (alpha / beta) in eV: 2.1 / 2.5
Charge: -2
E_LUMO (alpha / beta) in eV: 4.687 / 4.711

***

# 5
Computed, not measured: a structure of composition C13H19ILuN5OSe in a non-equilibrium geometry, with ωB97M-V/def2-TZVPD.

Structure (XYZ):
```
41
Properties=species:S:1:pos:R:3:nbo_charge:R:1
Lu 1.55210 -1.31107 0.83960 1.23
I 3.63623 -2.84908 0.72486 -1.20
Se -1.66820 0.16601 4.23252 -0.26
O 0.07148 0.35725 -2.31028 -0.61
N 0.62303 -0.96824 2.77322 -0.75
N -2.14014 -0.80512 -0.49352 -0.41
N 1.83932 1.02178 0.67954 -0.50
N -0.53961 -2.14132 0.18757 -0.51
N -0.12652 1.96150 0.50635 -0.41
C 1.25975 0.91091 -2.84514 -0.27
C 1.72847 1.97550 1.69500 -0.18
C -1.72879 -2.49304 0.86596 -0.17
C 0.50357 2.51042 1.59223 -0.02
C -1.41776 2.44713 0.03307 -0.40
C 0.65666 1.02685 -0.06625 0.00
C 0.23712 -3.22870 -0.41256 -0.45
C 3.16438 0.76171 0.11514 -0.47
C -0.28401 -0.53210 3.42469 0.19
C 0.17293 0.00211 -1.02785 -0.20
C -2.94541 0.05162 -1.36263 -0.41
C -2.69694 -1.67331 0.42597 -0.04
C -0.82141 -0.98863 -0.56913 0.10
H 3.88734 0.67176 0.93952 0.22
H -0.20353 -3.50331 -1.38757 0.20
H -3.39770 0.85550 -0.77140 0.18
H 0.01486 3.24828 2.21180 0.21
H 1.02085 1.91142 -3.22833 0.16
H -1.52965 2.29795 -1.04757 0.21
H -2.23887 1.96142 0.57823 0.19
H 3.20171 -0.16256 -0.49788 0.22
H -3.74234 -0.55419 -1.81383 0.17
H -1.77674 -3.33502 1.54037 0.21
H -2.30344 0.45694 -2.14753 0.24
H 0.22763 -4.08230 0.27708 0.22
H 3.47752 1.61756 -0.51208 0.17
H 1.29010 -2.91816 -0.61848 0.19
H 2.09990 0.99641 -2.14192 0.18
H 1.55252 0.26705 -3.67750 0.16
H 2.54777 2.17858 2.35217 0.21
H -3.74803 -1.63628 0.69628 0.20
H -1.45612 3.52677 0.24031 0.18
```

Orbital gap (alpha / beta) in eV: 2.554 / 1.345
E_tot in Eh: -4790.19848
HOMO (alpha / beta) in eV: 1.4 / 2.3
Charge: -2
E_LUMO (alpha / beta) in eV: 3.999 / 3.654